Below is a 2-piece molecular cluster, C2H8N2O2S2 overall, with properties calculated with wB97M-V/def2-TZVPD.

Each line ends with the Mulliken charge.
Cartesian coordinates (Å):
C 0.981 1.102 -0.052  -0.249
C -0.244 0.789 -0.310  0.519
N -1.373 1.516 -0.498  -0.434
S -0.772 -1.011 -0.231  1.079
N -1.762 -0.969 1.146  -0.556
O 0.296 -1.937 -0.039  -0.711
O -1.511 -1.215 -1.442  -0.590
H 1.764 0.278 -0.113  -0.484
H 1.440 2.108 0.145  0.304
H -2.241 1.070 -0.471  0.115
H -1.341 2.312 -1.110  0.232
H -1.242 -0.306 1.784  0.331
H -2.692 -0.617 0.858  0.320
S 3.342 -1.042 -0.371  -0.430
H 3.325 -0.611 0.919  0.194
H 2.030 -1.465 -0.213  0.360

For the LUMO energy, the calculation gives 0.308 eV. For the energy relative to the best compared isomer or geometry (same formula, charge and spin), the calculation gives 23.91 kcal/mol. The spin multiplicity is 1. The orbital gap is 9.458 eV. The largest force on an atom is 3.94 eV/Å.


Below is C2H8N2O3 as an isolated structure, with properties calculated with wB97M-V/def2-TZVPD.

Each line ends with the Mulliken charge.
Cartesian coordinates (Å):
C 0.135 1.842 -0.130  -0.047
C 2.733 0.136 0.006  0.593
N 1.671 0.703 -0.033  -0.600
N -2.058 -0.673 -0.306  -0.631
O 0.256 -1.786 0.494  -0.742
O -0.729 1.326 0.666  -0.518
O 3.760 -0.407 -0.089  -0.529
H -0.137 1.767 -1.112  0.296
H 0.514 2.747 0.415  0.266
H 0.990 -2.013 0.998  0.322
H -2.235 -0.699 -1.300  0.216
H -2.864 -1.068 0.195  0.277
H -1.244 -1.065 0.100  0.294
H -1.353 0.434 0.337  0.519
H 0.562 -1.245 -0.241  0.283

For the LUMO energy, the calculation gives 0.467 eV. For the energy relative to the best compared isomer or geometry (same formula, charge and spin), the calculation gives 58.70 kcal/mol. The spin multiplicity is 1. The orbital gap is 9.774 eV. The largest force on an atom is 4.62 eV/Å.


Below is an isolated ion of composition C2H8N2OP and charge -1, with properties calculated with wB97M-V/def2-TZVPD.

Each line ends with the Mulliken charge.
Cartesian coordinates (Å):
C 0.244 -0.855 -1.202  -1.006
C 0.231 1.398 -0.929  -0.873
N 0.215 -0.882 2.216  -0.351
N 0.391 0.191 -0.322  -0.164
O -1.096 -0.733 2.848  -0.447
P -0.870 -0.210 1.060  -0.118
H -0.785 -1.250 -1.455  0.373
H 0.801 -0.729 -2.196  0.307
H 0.776 -1.677 -0.671  0.281
H -0.046 2.052 -0.057  0.301
H 1.130 1.875 -1.398  0.249
H -0.658 1.456 -1.593  0.345
H 0.493 -1.859 2.275  0.182
H -0.825 1.222 1.425  -0.079

For the LUMO energy, the calculation gives 4.305 eV. The charge is -1. For the energy relative to the best compared isomer or geometry (same formula, charge and spin), the calculation gives 0.00 kcal/mol. The spin multiplicity is 1. The orbital gap is 7.330 eV. The largest force on an atom is 4.17 eV/Å.


Below is C2H8N2P as an isolated structure, with properties calculated with wB97M-V/def2-TZVPD.

Each line ends with the Mulliken charge.
Cartesian coordinates (Å):
C 0.235 0.153 1.093  -0.476
C -0.628 -0.514 -0.578  -0.767
N 0.707 0.106 -0.255  0.002
N -1.069 -0.570 0.825  -0.081
P 1.043 1.558 -1.211  -0.093
H 0.944 -0.560 1.779  0.272
H 0.222 1.107 1.614  0.393
H -1.159 0.097 -1.205  0.528
H -0.710 -1.560 -0.999  0.265
H -1.144 -1.578 1.078  0.380
H -1.951 -0.216 1.068  0.297
H 1.170 0.725 -2.423  0.152
H 2.339 1.252 -0.788  0.129

For the LUMO energy (spin up / spin down), the calculation gives -3.930 / -6.908 eV. The charge is +1. For the energy relative to the best compared isomer or geometry (same formula, charge and spin), the calculation gives 66.30 kcal/mol. The spin multiplicity is 3. The orbital gap (spin up / spin down) is 5.007 / 8.289 eV. The largest force on an atom is 5.99 eV/Å.


Below is C2H8N2S as an isolated structure, with properties calculated with wB97M-V/def2-TZVPD.

Each line ends with the Mulliken charge.
Cartesian coordinates (Å):
C -0.571 -0.004 -1.972  -0.758
S 0.961 0.588 -1.113  -0.468
H -0.503 0.356 -2.996  0.283
H -0.723 -1.126 -2.028  0.237
H -1.407 0.572 -1.449  0.235
N -0.373 0.827 1.441  -0.330
C -0.658 -0.410 1.796  0.177
N -0.213 -1.549 1.158  -0.402
H -0.034 0.930 0.199  0.101
H -0.556 1.459 2.175  0.184
H -1.169 -0.514 2.768  0.333
H 0.371 -2.081 1.784  0.238
H 0.122 -1.469 0.222  0.170

For the LUMO energy, the calculation gives 0.399 eV. For the energy relative to the best compared isomer or geometry (same formula, charge and spin), the calculation gives 31.18 kcal/mol. The spin multiplicity is 1. The orbital gap is 7.842 eV. The largest force on an atom is 3.42 eV/Å.


Below is a 2-piece molecular cluster, C2H8N3 overall, with properties calculated with wB97M-V/def2-TZVPD.

Each line ends with the Mulliken charge.
Cartesian coordinates (Å):
C 1.956 0.020 -1.686  -0.328
N 0.948 0.700 -1.342  -0.426
H 2.192 -0.909 -1.169  0.268
H 2.648 0.334 -2.470  0.214
H 1.008 1.584 -1.856  0.172
H -1.097 -1.543 0.001  0.167
N -0.613 0.851 0.893  -0.327
C -1.329 -0.149 1.510  -0.281
N -1.385 -1.421 0.952  -0.387
H -0.394 0.960 -0.106  0.262
H -0.442 1.730 1.346  0.143
H -1.662 0.026 2.507  0.364
H -1.830 -2.182 1.419  0.159

For the LUMO energy (spin up / spin down), the calculation gives 1.040 / 0.996 eV. For the energy relative to the best compared isomer or geometry (same formula, charge and spin), the calculation gives 19.52 kcal/mol. The spin multiplicity is 2. The orbital gap (spin up / spin down) is 5.058 / 9.435 eV. The largest force on an atom is 1.46 eV/Å.


Below is an isolated ion of composition C2H8N3 and charge +1, with properties calculated with wB97M-V/def2-TZVPD.

Each line ends with the Mulliken charge.
Cartesian coordinates (Å):
C -2.014 -0.123 -0.187  -0.745
N -0.775 0.585 0.196  -0.409
N 0.059 -0.339 0.713  0.126
C 1.351 -0.315 0.445  0.118
N 2.045 0.535 -0.375  -0.355
H -1.884 -0.469 -1.266  0.306
H -2.030 -0.950 0.456  0.357
H -2.815 0.497 -0.015  0.264
H -0.458 1.024 -0.611  0.230
H -0.263 -1.063 1.314  0.294
H 2.066 -1.089 0.680  0.331
H 3.017 0.298 -0.720  0.262
H 1.700 1.410 -0.629  0.222

For the LUMO energy, the calculation gives -3.704 eV. The charge is +1. For the energy relative to the best compared isomer or geometry (same formula, charge and spin), the calculation gives 67.21 kcal/mol. The spin multiplicity is 1. The orbital gap is 10.246 eV. The largest force on an atom is 5.11 eV/Å.


Below is an isolated ion of composition C2H8N3 and charge +1, with properties calculated with wB97M-V/def2-TZVPD.

Each line ends with the Mulliken charge.
Cartesian coordinates (Å):
C 0.669 1.544 -0.281  -1.121
N 0.235 0.239 -0.776  -0.242
C -0.253 -0.695 0.088  0.575
N -0.649 -1.843 -0.470  -0.361
N -0.206 -0.426 1.342  -0.389
H 0.761 2.388 -1.049  0.295
H 1.663 1.429 0.182  0.382
H -0.023 2.145 0.174  0.464
H -0.324 0.296 -1.696  0.324
H -0.655 -2.067 -1.464  0.236
H -1.219 -2.486 -0.012  0.233
H 0.049 -1.038 2.245  0.323
H -0.048 0.515 1.716  0.281

For the LUMO energy, the calculation gives -3.213 eV. The charge is +1. For the energy relative to the best compared isomer or geometry (same formula, charge and spin), the calculation gives 33.07 kcal/mol. The spin multiplicity is 1. The orbital gap is 11.908 eV. The largest force on an atom is 6.90 eV/Å.